C13H24Br12Cl4 | wB97M-V/def2-TZVPD

Cartesian coordinates (Å):
C1 3.4207 3.6555 3.1052
Cl1 4.1310 2.0138 3.1452
Cl2 4.0293 4.5076 1.7005
Cl3 1.6825 3.6078 2.9891
Cl4 3.7911 4.5121 4.6309
Br1 2.0956 1.1799 -4.5048
C2 2.2319 -0.5839 -3.6738
C3 3.6069 -1.1320 -3.7106
Br2 3.3727 -2.7700 -2.6233
H1 1.4335 -1.1667 -4.1632
H2 1.9390 -0.2567 -2.7073
H3 4.4528 -0.5250 -3.3356
H4 3.9185 -1.3981 -4.7714
Br3 -0.1402 0.1717 3.2710
C4 -1.1226 -0.3944 4.9681
C5 -0.3159 -1.5777 5.7570
Br4 -1.4328 -2.4528 7.0615
H5 -2.0961 -0.7749 4.5860
H6 -1.1042 0.5020 5.6020
H7 0.5358 -1.1309 6.2196
H8 0.0284 -2.3206 5.0383
Br5 -2.7361 2.4719 -2.9808
C6 -2.0098 0.9667 -4.1142
C7 -3.1512 0.0125 -4.4063
Br6 -2.3888 -1.7814 -4.7573
H9 -1.1251 0.5082 -3.6441
H10 -1.5658 1.4354 -5.0105
H11 -3.5534 0.2432 -5.3711
H12 -3.9185 -0.0302 -3.5986
Br7 3.5420 0.1948 -0.1215
C8 2.4333 -1.0117 1.0491
C9 3.2371 -2.2464 1.2963
Br8 4.7045 -1.6620 2.5951
H13 1.5516 -1.2860 0.4414
H14 2.2055 -0.4439 1.9420
H15 3.7983 -2.6255 0.4579
H16 2.7884 -3.0334 1.8221
Br9 -0.5426 -0.9874 -1.0134
C10 -0.6738 0.8232 -0.1387
C11 0.0371 1.7600 -1.1213
Br10 -0.2883 3.6034 -0.3106
H17 -0.1501 0.7055 0.8277
H18 -1.7404 1.0145 -0.1175
H19 -0.3604 1.7928 -2.0944
H20 1.0982 1.5914 -1.1180
Br11 -3.9976 0.7262 1.9891
C12 -4.5857 0.0461 0.1033
C13 -4.3210 -1.4283 0.1021
Br12 -4.9371 -2.0318 -1.6407
H21 -3.9425 0.6153 -0.5598
H22 -5.6604 0.2286 -0.0051
H23 -4.8915 -2.0445 0.8117
H24 -3.3138 -1.7939 0.1014

LUMO level = 0.08 eV
net charge = 0
frontier orbital gap = 10.1 eV
SMILES = ClC(Cl)(Cl)Cl.BrCCBr.BrCCBr.BrCCBr.BrCCBr.BrCCBr.BrCCBr
energy relative to the best compared isomer or geometry (same formula, charge and spin) = 0.583 eV
multiplicity = 1